Entry from the OMol25 dataset: a structure of composition C34H29AuN5O3 (ωB97M-V/def2-TZVPD).

XYZ file:
```
72
Properties=species:S:1:pos:R:3:mulliken_charge:R:1
Au -0.7108 1.2048 -0.7721 1.104
C -6.4511 1.6410 3.1665 -1.568
C -5.0391 1.5423 2.6621 0.285
C -4.0115 2.2854 3.2469 -0.921
C -2.7353 2.2582 2.7317 -0.066
C -2.4006 1.4456 1.6434 0.082
N -1.0915 1.5076 1.1441 -0.237
C -0.0060 1.2166 1.9775 0.284
C -0.1119 0.3713 3.0857 -0.122
C 0.9857 0.0877 3.8728 -1.090
C 2.2517 0.5962 3.5750 0.378
C 3.4476 0.2304 4.4082 -1.641
C 2.3674 1.4240 2.4707 -0.657
C 1.2546 1.7528 1.7065 0.331
N 1.4195 2.6624 0.6217 0.660
C 2.2801 3.6933 0.5190 0.039
C 2.1663 4.2265 -0.7461 -1.179
C 1.1928 3.4583 -1.3820 -0.149
N 0.7628 2.5260 -0.5432 -0.608
C -3.4133 0.6658 1.0945 0.491
C -4.7206 0.7508 1.5748 -0.683
N -3.1654 -0.2538 0.0274 0.063
C -3.9172 -1.3229 -0.2952 0.010
C -3.5093 -1.7937 -1.5210 -1.359
C -2.4725 -0.9538 -1.9096 -0.072
N -2.2733 -0.0328 -0.9674 -0.265
H -6.4746 1.6818 4.2549 0.389
H -7.0506 0.7911 2.8440 0.363
H -6.9299 2.5481 2.7934 0.317
H -4.2282 2.9208 4.0966 0.428
H -1.9563 2.8725 3.1649 0.547
H -1.0779 -0.0547 3.3247 0.590
H 0.8646 -0.5638 4.7299 0.446
H 3.2409 0.3708 5.4691 0.400
H 4.3139 0.8367 4.1485 0.373
H 3.7156 -0.8174 4.2628 0.318
H 3.3369 1.8184 2.1919 0.482
H 2.8907 3.9807 1.3570 0.568
H 2.7068 5.0625 -1.1514 0.454
H 0.7926 3.5066 -2.3809 0.540
H -5.5065 0.1955 1.0805 0.519
H -4.6842 -1.6737 0.3718 0.539
H -3.8989 -2.6380 -2.0599 0.476
H -1.8724 -0.9662 -2.8050 0.735
O 2.1096 0.3217 -1.5468 -0.395
C 1.5256 -0.7036 -2.3531 2.822
C 0.3710 -0.0845 -3.1869 -0.116
O 0.0261 -0.6058 -4.2178 -0.572
O -0.2612 0.9826 -2.7145 -0.751
C 0.8390 -1.7488 -1.4684 -0.829
C 0.2060 -2.8436 -2.0567 -0.050
C -0.4779 -3.7580 -1.2741 -0.897
C -0.5496 -3.5881 0.1046 -0.701
C 0.0862 -2.5084 0.6948 -0.657
C 0.7881 -1.5963 -0.0882 -0.373
C 2.6044 -1.2898 -3.2481 -0.297
C 3.2983 -2.4323 -2.8662 -0.167
C 4.3690 -2.8901 -3.6241 -0.908
C 4.7540 -2.2069 -4.7655 -0.409
C 4.0705 -1.0590 -5.1467 -0.926
C 3.0043 -0.6016 -4.3922 -0.384
H 3.0573 0.1478 -1.5203 0.457
H 0.2519 -2.9688 -3.1318 0.513
H -0.9568 -4.6098 -1.7401 0.452
H -1.0850 -4.3054 0.7130 0.458
H 0.0576 -2.3759 1.7693 0.448
H 1.3135 -0.7729 0.3795 0.629
H 3.0018 -2.9759 -1.9781 0.411
H 4.8972 -3.7842 -3.3205 0.405
H 5.5830 -2.5666 -5.3604 0.408
H 4.3652 -0.5238 -6.0396 0.402
H 2.4694 0.2861 -4.7051 0.431
```

Results
Frontier orbital gap in hartree: 0.2635
HOMO level in eV: -10.7
Relative energy (zero: lowest compared OMol25 entry of this formula, charge and spin) in kJ/mol: 0.0
Charge: +1

***

Entry from the OMol25 dataset: a structure of composition C34H29BrF4IrN2O2P (ωB97M-V/def2-TZVPD).

XYZ file:
```
74
Properties=species:S:1:pos:R:3:mulliken_charge:R:1
Ir -0.6327 0.0608 -0.4740 1.974
C -1.1128 5.1480 -0.0391 -1.526
C -1.1038 4.3092 -1.3211 0.331
C 0.2802 4.3212 -1.9990 -1.348
C -1.6487 2.9321 -1.0910 0.199
C -1.5035 2.2095 0.1451 -0.113
C -2.3475 1.1194 0.4308 -1.274
C -3.3011 0.6465 -0.5443 0.794
C -4.3340 -0.3527 -0.1818 -1.637
C -3.2599 1.2351 -1.8199 -0.895
C -2.4805 2.3548 -2.0759 -0.405
H -0.9064 6.1872 -0.2919 0.461
H -0.3421 4.8231 0.6620 0.220
H -2.0797 5.1188 0.4656 0.443
H -1.7876 4.7658 -2.0417 0.613
H 1.0626 3.9135 -1.3564 0.193
H 0.5389 5.3574 -2.2157 0.468
H 0.2830 3.7820 -2.9466 0.384
H -0.9598 2.6467 0.9699 1.117
H -2.4453 0.7875 1.4573 0.513
H -4.0548 -0.9525 0.6837 0.345
H -4.6055 -0.9903 -1.0242 0.453
H -5.2414 0.2010 0.0966 0.415
H -3.9301 0.8672 -2.5904 0.577
H -2.5683 2.8494 -3.0381 0.606
O -1.4472 -1.3097 0.7735 -0.418
N -1.8826 -2.4026 0.1683 -0.673
N -1.5202 -2.5215 -1.0115 1.314
O -0.8735 -1.5007 -1.6241 -0.350
C -1.7901 -3.7011 -1.8111 0.442
C -2.3886 -4.7956 -1.2038 -0.311
C -2.6422 -5.9077 -1.9854 -0.680
C -2.2962 -5.9164 -3.3317 -0.515
C -1.6964 -4.8104 -3.9113 -0.733
C -1.4359 -3.6813 -3.1502 -0.429
H -2.6466 -4.7858 -0.1539 0.493
H -3.1086 -6.7753 -1.5397 0.435
H -2.4940 -6.7952 -3.9313 0.435
H -1.4301 -4.8239 -4.9591 0.425
H -0.9645 -2.8141 -3.5882 0.451
F 5.9722 0.1028 -2.4920 -0.218
C 4.9099 0.0805 -1.7369 0.561
C 5.0122 -0.2296 -0.3897 0.277
F 6.1782 -0.5038 0.1356 -0.225
C 3.8712 -0.2420 0.4036 0.267
F 4.0047 -0.5092 1.6918 -0.325
C 2.6110 0.0265 -0.1214 -0.572
P 1.1818 0.0700 0.9898 0.461
C 1.1168 -1.4568 1.8957 0.960
C 1.7158 -2.5961 1.3489 -0.660
C 1.6402 -3.8017 2.0251 -0.956
C 0.9582 -3.8751 3.2335 -0.621
C 0.3356 -2.7488 3.7643 -0.959
C 0.4027 -1.5410 3.0964 -0.666
C 1.4822 1.4617 2.0779 1.112
C 1.9093 1.2261 3.3908 -0.542
C 2.2790 2.2942 4.1939 -0.834
C 2.2443 3.5885 3.6978 -0.763
C 1.8606 3.8241 2.3806 -0.844
C 1.4809 2.7676 1.5769 -0.495
C 2.5553 0.3469 -1.4721 0.093
Br 0.9033 0.8320 -2.2931 0.056
C 3.6636 0.3825 -2.2841 0.267
F 3.5566 0.7046 -3.5607 -0.292
H 2.2544 -2.5460 0.4092 0.500
H 2.1261 -4.6793 1.6200 0.508
H 0.9100 -4.8162 3.7662 0.492
H -0.1969 -2.8159 4.7039 0.506
H -0.0971 -0.6740 3.5114 0.627
H 1.9897 0.2224 3.7786 0.566
H 2.6094 2.1084 5.2070 0.487
H 2.5424 4.4163 4.3278 0.442
H 1.8781 4.8323 1.9862 0.536
H 1.2359 2.9487 0.5368 0.459
```

Results
Frontier orbital gap (alpha / beta) in hartree: 0.2153 / 0.1707
HOMO level (alpha / beta) in eV: -17.0 / -17.0
Multiplicity: 2
Relative energy (zero: lowest compared OMol25 entry of this formula, charge and spin) in kJ/mol: 83.8
Charge: +3

***

Question: Among the records above, which one has the highest charge?
Answer: C34H29BrF4IrN2O2P